C46H74N2O10S | ωB97M-V/def2-TZVPD

The geometry in XYZ format:
```
133
Properties=species:S:1:pos:R:3:forces:R:3
H 5.924584 4.696565 8.377872 0.157 -0.141 0.072
H -1.536753 5.692656 2.390112 -0.074 -0.457 -0.083
C -6.018708 -0.647901 -4.293612 0.240 -0.122 -0.059
C -1.011159 -0.494530 0.362854 0.772 0.196 0.685
H -0.925249 -1.504383 0.790908 0.010 0.321 -0.417
C -0.166337 -3.095635 -4.600563 -0.301 -0.085 0.014
C -5.852970 -1.596002 -0.902340 1.254 0.273 0.438
H -5.248729 -0.173252 -3.678966 -0.038 -0.006 0.038
H 0.881817 4.836769 1.278785 -0.253 0.048 -0.466
C -0.102065 5.112663 0.861547 -0.570 0.129 0.193
C 6.754270 -1.647372 2.076079 0.357 -0.067 -0.302
C 5.294346 1.652444 7.902078 -0.307 -0.424 0.071
H -1.841190 -0.530260 5.447025 0.022 0.036 0.001
C 3.926541 2.197965 7.548943 0.192 0.526 -0.246
H -6.972953 -6.418229 -7.421180 -0.036 0.020 0.020
C 5.992795 -0.942195 -1.138538 0.404 0.687 -0.587
H -4.572974 -0.898428 -5.916933 -0.036 -0.043 0.052
C 0.727886 -4.307911 -4.435362 0.083 -0.342 0.126
C 6.698444 -3.034536 1.390133 -0.125 -0.060 0.372
H 3.651135 3.924511 0.542141 -0.207 -0.582 0.099
H 4.514077 4.026303 6.581194 -0.003 0.009 0.037
H 5.173085 -1.374475 -0.541097 0.444 -0.111 -0.140
O -7.205221 0.163494 -4.246864 -0.095 0.017 -0.060
H -0.535949 -0.503123 -0.634175 -0.631 -0.206 0.219
H -8.754627 -4.839678 -7.391717 0.054 0.224 -0.047
H -2.578396 0.813789 -0.304129 -0.167 -0.292 0.421
O 0.049759 0.275070 5.630026 0.063 0.106 0.076
H 0.432149 2.010721 3.509412 0.279 0.297 -0.446
H 7.508776 -1.712384 2.880462 -0.415 0.034 -0.202
H -0.615038 1.661612 8.421364 -0.048 0.280 -0.127
C -1.247479 -0.219732 7.524782 -0.157 0.005 0.222
H -6.187985 -1.495782 -6.252978 -0.044 0.108 -0.015
C 2.047726 -3.682844 -4.005813 -0.395 -0.238 -0.348
C -1.003250 1.283441 7.479161 0.071 -0.570 0.149
C -5.562468 -2.863249 -1.322104 -0.928 0.292 -0.031
H -1.476877 3.572118 3.737745 0.402 -0.186 -0.201
C -4.214855 -3.323865 -1.269624 0.110 0.279 0.301
O -8.109393 1.782255 -5.522466 -0.143 -0.200 0.266
H -0.594913 -1.654473 6.020990 0.133 0.095 -0.160
C -0.624332 3.852389 3.092226 0.541 0.657 -0.248
C 4.321732 1.031226 -0.821768 0.879 0.368 -1.192
H 0.335121 -5.037354 -3.727654 -0.059 0.057 -0.010
H 5.221758 2.982803 -0.726031 -0.292 -0.103 -0.477
H 1.101642 2.889632 2.070982 -0.282 -0.099 0.232
C 4.246076 2.571072 -1.044425 -0.042 -0.857 1.021
H -4.932235 -5.880625 -6.358605 0.166 0.191 0.185
N -3.793703 -4.549131 -1.635218 0.872 1.019 0.413
H 8.097995 -0.014129 1.534741 -0.402 -0.094 -0.245
C 0.029944 1.405702 6.379170 -0.147 0.459 0.021
O 0.719075 2.356873 6.150477 0.201 -0.204 -0.128
C -3.465343 -1.127386 -0.288627 -0.489 0.243 -0.057
C 7.330823 -0.795822 -0.353716 -0.235 0.738 -0.027
H 3.607764 1.850041 6.570055 -0.103 -0.261 0.161
H -0.637671 -2.796560 -3.660209 0.033 0.019 -0.001
O -7.095684 -3.645277 -7.051794 0.160 0.001 -0.043
C -5.786705 -5.304927 -6.012770 -0.405 -0.268 -0.303
H 2.903037 -4.251685 -4.360889 0.167 0.200 0.174
C -5.826936 -3.944181 -6.675509 0.467 -0.110 0.288
H 0.138278 -0.139407 2.181102 0.009 0.273 -0.384
N -1.935151 -3.032191 -0.766910 -1.240 -0.910 -0.478
C -4.782821 -0.754188 -0.394320 -0.505 -0.121 -0.142
H 7.658417 -3.320287 0.926610 -0.408 0.202 0.145
C 0.186861 2.610379 2.614151 -1.735 -0.014 0.094
H 2.102805 -3.545460 -2.924504 0.112 0.042 -0.022
H -1.341752 3.951557 -0.553351 0.372 0.276 0.097
H 2.137728 5.180126 -0.580105 -0.072 -0.445 -0.142
H 6.192659 -1.589490 -2.011488 -0.237 0.040 0.459
H -0.080449 6.209737 0.734806 0.028 -0.419 0.190
C -7.264386 0.952670 -5.352148 0.095 0.488 -0.277
H 3.382974 0.566207 -1.169442 0.154 0.105 0.545
H 5.785684 -1.445871 2.562846 0.339 -0.088 -0.178
H -6.391097 -3.484605 -1.675374 0.576 -0.078 0.049
C -0.964152 -0.633223 6.090948 -0.152 -0.247 0.037
H -5.337634 1.418176 -6.145110 -0.092 0.085 -0.069
C -1.178674 4.747999 1.945414 0.439 0.130 -0.255
C -0.107539 0.433520 1.263090 -0.526 -0.112 0.766
H 7.857206 0.065294 -0.813794 -0.130 -0.446 0.124
H 4.111942 2.732418 -2.127842 -0.006 0.182 0.447
O -4.903690 -3.197616 -6.828469 -0.126 -0.294 -0.350
C -5.631448 -0.709208 -5.759221 0.101 0.381 -0.034
H 2.618040 4.245510 -2.004924 -0.405 0.096 0.238
H 6.295984 1.149530 -1.817652 -0.304 -0.294 0.206
C 2.166107 4.160919 -1.004005 0.146 -0.942 0.558
H -0.941366 -3.257601 -5.347845 0.032 0.235 -0.041
C 4.166086 3.701221 7.563601 -0.260 0.097 -0.067
H -8.467545 -4.389026 -5.700820 0.037 0.023 -0.009
C 1.984727 -2.321027 -4.671506 0.342 0.100 0.326
H 3.282928 4.286146 7.815815 0.044 -0.001 0.037
O 0.704248 -2.037156 -5.032307 0.211 -0.083 -0.003
C 3.147116 3.245079 -0.165963 0.024 1.035 -0.897
H -2.032147 4.270972 1.428974 0.254 0.198 0.399
H 0.686227 2.556679 -0.584334 0.056 0.390 -0.141
O 5.668466 0.525060 7.763433 0.284 0.163 0.064
H -0.492356 5.299019 -1.298687 0.064 -0.228 0.426
C -2.501289 -0.099249 0.318015 0.397 -0.160 -0.674
H 3.213336 1.891494 8.315957 -0.004 -0.108 -0.066
H -1.898377 1.834635 7.185955 0.071 0.104 0.027
H 5.898800 -3.100034 0.633896 0.397 0.048 0.222
C -0.774066 1.748803 1.748463 0.787 -0.622 0.055
O 6.058363 2.631252 8.454531 -0.002 -0.079 -0.093
H -6.863970 -1.177520 -0.902706 0.358 -0.343 -0.139
H 6.480001 -3.794102 2.160100 0.056 0.210 -0.293
C 5.463806 0.428600 -1.702302 -0.133 -0.674 0.171
H -1.175766 2.285977 0.875792 0.156 0.046 0.405
H -1.616885 1.485312 2.417797 0.192 0.189 -0.438
H 7.996786 -1.659160 -0.521615 -0.375 0.221 0.295
C -6.099877 0.647039 -6.271676 0.027 -0.576 0.169
H 6.377770 0.331137 1.239047 0.411 -0.113 -0.097
C 7.156961 -0.442844 1.144524 -0.057 -0.604 0.135
H 4.914422 3.906710 9.603912 0.006 -0.032 -0.010
O 2.898273 -1.568259 -4.836984 -0.222 0.121 -0.183
C -7.987624 -4.693189 -6.634020 -0.252 -0.187 0.040
C 0.726721 3.541905 -1.077433 0.126 0.939 -0.770
H -6.235256 -1.633265 -3.884750 -0.146 0.118 0.128
H -7.516426 -6.645636 -5.759389 -0.051 0.070 -0.002
H 4.547295 0.772539 0.224955 -0.442 0.218 -0.242
H -2.245205 -0.495492 7.862877 0.009 -0.022 -0.081
H -6.425068 0.599722 -7.307748 -0.011 0.296 0.021
C 5.287507 3.837156 8.578901 -0.061 0.239 0.006
C -7.107596 -5.918888 -6.459623 0.054 -0.237 0.094
H 0.029192 4.496350 3.714581 -0.240 -0.338 -0.183
H 2.566846 2.479082 0.374520 0.315 0.348 -0.055
C -0.377620 4.497255 -0.544241 0.408 -0.301 -0.161
H -5.061010 0.253441 -0.063912 0.131 -0.351 -0.093
H 0.523408 3.408439 -2.157713 -0.150 -0.353 0.526
H 0.870170 0.645391 0.791815 -0.506 -0.051 -0.024
H -0.524463 -0.688408 8.195340 -0.021 -0.016 -0.040
S -2.194628 -4.525036 -1.348721 0.100 -0.109 -0.071
H 5.104372 0.220627 -2.728191 -0.067 0.348 0.448
H 0.854983 -4.807807 -5.397916 -0.033 0.012 0.025
H -2.882372 0.147546 1.324043 0.237 -0.110 -0.398
H -5.743626 -5.170189 -4.930027 0.131 0.021 -0.017
C -3.154376 -2.457997 -0.752312 -0.221 0.212 -0.058
```
Forces are in eV/Å.

Calculated values
**HOMO**: -9.1 eV
**Calculated total energy**: -83193.0783 eV
**Net charge**: 0
**Gap between HOMO and LUMO**: 0.30285 Eh
**LUMO energy**: -0.86 eV